(1)
This record from OMol25 describes C30H38AsN4O6S2Se2TeV as an isolated structure at a distorted geometry. The level of theory is ωB97M-V/def2-TZVPD.

Results
Highest occupied orbital energy (spin up / spin down) (eV): -5.006 / -7.068
Expectation value of S²: 2.021
Orbital gap (spin up / spin down) (eV): 3.781 / 5.872
Total charge: 0
Strongest force on any atom (eV/Å): 4.309
Multiplicity: 3
Energy relative to the best compared isomer or geometry (same formula, charge and spin) (eV): 5.3837

XYZ file:
```
85
C30H38AsN4O6S2Se2TeV | OMol25 | ωB97M-V/def2-TZVPD
V -0.629 -0.811 -0.151
O 0.092 -0.652 -1.878
As -2.325 0.988 -1.285
O -3.415 0.654 -2.442
O -0.085 0.451 0.569
C -3.430 0.767 0.384
C -4.094 1.856 0.948
C -4.886 1.701 2.077
C -5.052 0.450 2.659
C -4.425 -0.652 2.104
C -3.632 -0.473 0.977
S -2.707 -1.875 0.423
O -3.459 -3.089 0.517
O -1.511 -1.853 1.305
O -2.203 -1.590 -0.939
H -0.367 -0.291 -2.638
H -3.997 2.827 0.474
H -5.383 2.560 2.513
H -5.689 0.330 3.525
H -4.532 -1.649 2.514
C -0.732 3.558 1.016
N 0.201 2.966 1.955
C -0.101 2.507 3.210
C 1.045 2.030 3.745
N 2.034 2.194 2.807
C 3.422 1.847 3.011
C 1.500 2.747 1.701
Se 2.386 3.110 0.080
H -1.608 3.908 1.555
H -1.028 2.816 0.271
H -0.243 4.381 0.501
H -1.089 2.563 3.629
H 1.244 1.606 4.713
H 3.751 2.228 3.976
H 4.015 2.291 2.217
H 3.553 0.766 2.976
C 2.999 -4.522 -2.035
C 2.033 -3.922 -3.060
C 0.638 -4.555 -3.044
C -0.280 -4.042 -1.929
N 0.071 -4.524 -0.600
C 0.488 -3.784 0.453
Se 1.259 -2.034 0.352
N 0.688 -4.621 1.503
C 1.136 -4.229 2.830
C 2.490 -4.847 3.220
C 3.615 -4.663 2.198
C 4.309 -3.305 2.275
C 0.334 -5.906 1.133
C 0.322 -7.106 1.829
C -0.077 -8.236 1.135
C -0.496 -8.166 -0.194
C -0.518 -6.965 -0.881
C -0.071 -5.841 -0.201
H 4.028 -4.269 -2.292
H 2.911 -5.611 -1.998
H 2.818 -4.123 -1.038
H 2.452 -4.061 -4.059
H 1.941 -2.845 -2.888
H 0.733 -5.643 -2.983
H 0.128 -4.316 -3.979
H -1.315 -4.330 -2.128
H -0.230 -2.957 -1.935
H 0.377 -4.545 3.550
H 1.195 -3.143 2.842
H 2.342 -5.916 3.386
H 2.789 -4.404 4.173
H 3.216 -4.808 1.191
H 4.357 -5.448 2.359
H 3.623 -2.495 2.032
H 5.128 -3.263 1.556
H 4.716 -3.137 3.275
H 0.612 -7.167 2.868
H -0.066 -9.194 1.637
H -0.813 -9.067 -0.701
H -0.880 -6.905 -1.897
Te 2.350 0.391 -0.410
C 4.489 0.370 -0.708
C 5.183 0.424 -1.886
C 6.585 0.280 -1.743
C 6.961 0.104 -0.448
S 5.603 0.110 0.597
H 4.681 0.579 -2.831
H 7.277 0.312 -2.572
H 7.955 -0.013 -0.046
```

Atomic partial charges in e from the Mulliken method, atoms 1 to 6: atom 1 (V): 0.40, atom 2 (O): -0.26, atom 3 (As): 0.44, atom 4 (O): -0.75, atom 5 (O): -0.44, atom 6 (C): -0.02

(2)
This record from OMol25 describes F6H16O8P as an isolated structure at a distorted geometry. The level of theory is ωB97M-V/def2-TZVPD.

Results
Highest occupied orbital energy (eV): -7.101
Orbital gap (eV): 10.175
Total charge: -1
Strongest force on any atom (eV/Å): 5.745
Energy relative to the best compared isomer or geometry (same formula, charge and spin) (eV): 9.9447

XYZ file:
```
31
F6H16O8P | OMol25 | ωB97M-V/def2-TZVPD
P -0.037 0.212 0.134
F -1.485 -0.467 0.502
F 0.652 -1.211 0.622
F -0.070 -0.200 -1.456
F 1.382 0.905 0.018
F -0.692 1.621 -0.263
F 0.059 0.728 1.667
O -0.885 -2.333 1.585
H -0.653 -1.537 1.107
H -0.181 -2.442 2.225
O -3.575 -0.182 -0.863
H -3.721 -1.121 -0.976
H -2.645 -0.108 -0.649
O 1.808 2.647 1.161
H 1.746 2.212 0.311
H 1.162 3.351 1.118
O 2.182 -0.418 -2.605
H 1.891 -1.263 -2.948
H 1.373 0.077 -2.472
O -1.256 1.381 -2.238
H -0.928 1.248 -1.349
H -1.480 0.503 -2.545
O 2.927 -0.585 0.845
H 2.052 -0.226 0.995
H 3.041 -1.235 1.538
O -1.174 2.009 2.495
H -0.883 1.888 1.591
H -0.395 2.313 2.959
O -0.359 -2.846 -0.901
H 0.566 -2.929 -1.134
H -0.422 -1.991 -0.475
```

Atomic partial charges in e from the Mulliken method, atoms 1 to 6: atom 1 (P): 2.19, atom 2 (F): -0.45, atom 3 (F): -0.41, atom 4 (F): -0.55, atom 5 (F): -0.72, atom 6 (F): -0.36

(3)
This record from OMol25 describes H16NO11Y as an isolated structure at a distorted geometry. The level of theory is ωB97M-V/def2-TZVPD.

Results
Highest occupied orbital energy (eV): -15.122
Orbital gap (eV): 8.065
Total charge: +2
Strongest force on any atom (eV/Å): 8.476
Energy relative to the best compared isomer or geometry (same formula, charge and spin) (eV): 0.0000

XYZ file:
```
29
H16NO11Y | OMol25 | ωB97M-V/def2-TZVPD
Y -0.098 -0.078 0.068
N 2.953 -0.783 -1.675
O 3.012 -1.385 -2.730
O 3.474 0.367 -1.689
O 1.809 -0.851 -1.115
O 0.250 -2.247 0.786
H -0.154 -2.759 1.495
H 0.643 -2.993 0.255
O -2.094 -0.937 1.372
H -2.844 -1.511 1.179
H -2.432 -0.139 1.809
O -0.637 2.060 0.982
H -0.633 2.261 1.907
H -1.220 2.657 0.569
O 1.988 1.138 0.727
H 2.059 2.092 0.967
H 2.644 0.987 0.012
O 0.358 1.491 -1.721
H 0.752 1.126 -2.523
H 0.830 2.305 -1.528
O 0.184 -0.182 2.659
H -0.267 -0.792 3.258
H 0.445 0.587 3.193
O -2.207 0.822 -0.676
H -3.006 0.305 -0.692
H -2.269 1.621 -1.195
O -0.975 -1.462 -1.659
H -1.310 -1.336 -2.574
H -1.250 -2.373 -1.451
```

Atomic partial charges in e from the Mulliken method, atoms 1 to 6: atom 1 (Y): 1.85, atom 2 (N): 0.81, atom 3 (O): -0.49, atom 4 (O): -0.63, atom 5 (O): -0.56, atom 6 (O): -0.42